DFT (ωB97M-V/def2-TZVPD) results for a structure of composition C19H36AsF6O15.

Its multiplicity is 1. Its energy relative to the best compared isomer or geometry (same formula, charge and spin) is 33.4 kcal per mole. Its HOMO energy is -7.8 eV. As for the net charge: -1. Its maximum force is 0.0476 Eh/bohr. As for the lowest unoccupied orbital energy: 0.0849 Eh.

Positions of all 77 atoms, in Å:
1 As -1.05855 -0.49379 -0.87335
2 F -2.78101 -0.12585 -0.79928
3 F -1.23957 -1.81503 -1.96613
4 F 0.69162 -0.77290 -0.95757
5 F -0.66462 0.83491 0.22608
6 F -1.14009 -1.57080 0.49463
7 F -0.85766 0.72400 -2.13914
8 C 4.56903 -1.78160 -0.47379
9 O 4.85456 -2.12628 -1.81702
10 H 3.50372 -1.52379 -0.45783
11 H 4.81386 -2.56316 0.24194
12 H 5.06987 -0.88445 -0.08616
13 H 4.54971 -1.39707 -2.36349
14 C -4.42909 2.17608 -2.60939
15 O -3.16132 2.55694 -2.12140
16 H -4.56359 1.13292 -2.92195
17 H -5.13003 2.32854 -1.78179
18 H -4.78957 2.68062 -3.50744
19 H -2.79014 1.78949 -1.66511
20 C -0.08558 0.00010 -5.37399
21 O 0.57131 -0.36719 -4.18725
22 H -0.95843 -0.64185 -5.54471
23 H -0.54031 0.99582 -5.28545
24 H 0.61509 -0.02052 -6.20309
25 H 0.00198 -0.24962 -3.40776
26 C -4.61997 2.67270 1.87864
27 C -3.41289 1.90321 2.36559
28 C -2.11677 2.74228 2.44905
29 O -1.74970 2.52129 3.78295
30 C -2.70365 1.95744 4.52631
31 O -2.64812 1.82655 5.69867
32 O -3.70083 1.48769 3.70354
33 H -4.61153 3.65229 2.37620
34 H -5.60321 2.34801 2.21886
35 H -4.55104 2.84032 0.80363
36 H -3.21978 1.03917 1.72578
37 H -2.38979 3.78703 2.29451
38 H -1.41686 2.48518 1.66162
39 C 2.37531 2.79712 -1.23994
40 C 1.70899 4.09096 -0.88182
41 C 0.29695 4.19179 -1.40799
42 O -0.56907 4.26494 -0.30811
43 C 0.19027 4.52856 0.78325
44 O -0.30892 4.87812 1.79837
45 O 1.53354 4.32013 0.53454
46 H 3.30766 2.71766 -0.67246
47 H 2.68032 2.98012 -2.27221
48 H 1.76386 1.92067 -1.03370
49 H 2.25786 4.93847 -1.30205
50 H 0.08779 3.30309 -2.00758
51 H 0.21923 5.06463 -2.06128
52 C 2.19309 -4.42232 -0.94848
53 C 1.20202 -5.59349 -0.86888
54 C -0.21391 -5.34240 -1.37264
55 O -0.34648 -6.11978 -2.54731
56 C 0.73167 -6.89124 -2.69173
57 O 0.85880 -7.71832 -3.54062
58 O 1.65518 -6.62201 -1.74651
59 H 1.81482 -3.58552 -0.36497
60 H 2.39328 -4.21050 -1.99861
61 H 3.15205 -4.77669 -0.56800
62 H 1.15209 -5.95284 0.16098
63 H -0.36137 -4.27403 -1.54435
64 H -0.90333 -5.58355 -0.56234
65 C 2.03183 -0.88050 2.18198
66 C 1.48313 -0.29731 3.46871
67 C 0.36927 -1.06258 4.17975
68 O 0.71342 -0.93444 5.54906
69 C 1.95697 -0.49293 5.67643
70 O 2.48458 -0.31672 6.73153
71 O 2.49112 -0.07496 4.48161
72 H 1.28542 -0.88731 1.38579
73 H 2.19832 -1.96107 2.25514
74 H 2.90415 -0.33539 1.83154
75 H 1.21993 0.73971 3.23469
76 H 0.22023 -2.06600 3.78317
77 H -0.53714 -0.48278 4.00021



DFT (ωB97M-V/def2-TZVPD) results for a cluster of 2 separate species, C19H36B2Br2O7 in total.

Its multiplicity is 1. Its HOMO energy is -7.4 eV. Its maximum force is 0.0454 Eh/bohr. As for the lowest unoccupied orbital energy: -0.0086 Eh.

Positions of all 66 atoms, in Å:
1 C 1.00433 1.22223 4.90253
2 C 0.19661 1.69067 3.86605
3 C 0.66232 1.45453 2.42779
4 O 1.90839 0.74092 2.37960
5 C 1.95098 0.09942 1.17375
6 O 2.86593 -0.60612 0.93930
7 C 0.70498 0.43494 0.32895
8 O 0.14236 -0.59363 -0.46436
9 C 0.98244 -1.04710 -1.52738
10 C 0.60803 -2.53274 -1.79153
11 C 0.91028 -2.80106 -3.30573
12 C 1.58803 -3.43233 -0.99730
13 C 1.11027 -3.72788 0.43723
14 C 2.25080 -4.16980 1.38445
15 C -0.02301 -4.78190 0.46249
16 B 1.23333 1.66515 -0.61630
17 C 2.69022 2.27274 -0.55693
18 O 0.28914 2.15595 -1.46601
19 C -0.35116 0.82765 1.43057
20 B -0.71750 -0.63469 1.98600
21 O -0.01060 -1.20769 3.01815
22 O -1.79437 -1.35922 1.47803
23 C -1.51708 1.71482 1.01175
24 Br -1.08550 3.62661 1.03187
25 C -2.85629 1.45499 1.81916
26 C -3.88158 0.63131 0.99516
27 Br -3.77449 3.21191 2.10527
28 H 0.95056 0.15858 5.13907
29 H 1.71998 1.85487 5.42771
30 H -0.73099 2.23342 4.05235
31 H 0.98725 2.47793 2.18577
32 H 0.76157 -0.51608 -2.46258
33 H 2.04725 -1.04629 -1.28634
34 H -0.43482 -2.74208 -1.54787
35 H 1.69063 -2.08550 -3.58985
36 H 0.01624 -2.69522 -3.92097
37 H 1.37237 -3.77793 -3.45025
38 H 1.72856 -4.40167 -1.49367
39 H 2.58636 -2.98566 -0.93444
40 H 0.71670 -2.78983 0.85229
41 H 2.09932 -3.73374 2.37834
42 H 3.23703 -3.85549 1.03567
43 H 2.26224 -5.25307 1.54155
44 H 0.37463 -5.79716 0.49794
45 H -0.69281 -4.63174 -0.38894
46 H -0.59720 -4.62913 1.38643
47 H 3.02861 2.54028 0.44710
48 H 2.67761 3.20950 -1.13526
49 H 3.40756 1.62770 -1.07694
50 H 0.69792 2.78072 -2.08377
51 H -0.07120 -2.16436 2.86735
52 H -1.49673 -2.21253 1.12873
53 H -1.74349 1.47911 -0.02763
54 H -2.71479 1.07404 2.82888
55 H -3.60529 0.61392 -0.05980
56 H -4.02630 -0.35866 1.42466
57 H -4.85051 1.12641 1.04629
58 C -1.90128 3.44015 -4.11817
59 C -1.61843 4.89208 -3.77505
60 O -2.41502 5.32095 -2.67776
61 H -2.95539 3.30648 -4.36406
62 H -1.29762 3.11223 -4.96727
63 H -1.68430 2.79247 -3.26454
64 H -1.85426 5.53809 -4.61975
65 H -0.56025 5.03028 -3.52111
66 H -2.19857 4.75725 -1.92667



DFT (ωB97M-V/def2-TZVPD) results for a cluster of 4 separate species, C19H36BBr6N4O2 in total.

Its multiplicity is 1. Its energy relative to the best compared isomer or geometry (same formula, charge and spin) is 18.2 kcal per mole. Its HOMO energy is -11.5 eV. As for the net charge: +1. Its maximum force is 0.0465 Eh/bohr. As for the lowest unoccupied orbital energy: -0.0926 Eh.

Positions of all 68 atoms, in Å:
1 C 6.19385 -0.56167 1.26503
2 C 5.72198 -0.54224 0.15279
3 C 5.02775 -0.77305 -1.17454
4 C 4.24510 -2.10654 -1.08485
5 C 2.95027 -2.03861 -0.23960
6 C 1.96874 -0.94792 -0.64102
7 N 1.15844 -0.28804 0.28540
8 C 0.36797 0.58408 -0.33554
9 C -0.64961 1.40589 0.44807
10 C -1.79340 0.37786 0.86887
11 C -3.21942 1.00097 0.82037
12 C -4.26399 -0.09522 0.38928
13 O -3.95534 -1.35649 0.96266
14 C -3.66903 -2.34711 -0.01585
15 N 0.61915 0.55676 -1.63101
16 N -0.03194 1.36213 -2.55584
17 C 1.61818 -0.40391 -1.85462
18 B 2.17855 -0.78640 -3.30394
19 N 1.31424 -1.47736 -4.27059
20 O 3.46746 -0.52137 -3.67715
21 H 6.27478 -0.55363 2.34140
22 H 4.42922 0.09486 -1.47949
23 H 5.83154 -0.92885 -1.90764
24 H 3.97811 -2.48382 -2.08808
25 H 4.89616 -2.87774 -0.63468
26 H 3.22994 -1.82998 0.81514
27 H 2.40691 -3.00308 -0.21346
28 H 1.14853 -0.43113 1.28713
29 H -0.20822 1.76537 1.38962
30 H -1.11140 2.19330 -0.16219
31 H -1.55577 -0.11507 1.82463
32 H -1.77346 -0.41237 0.08991
33 H -3.24878 1.84274 0.10991
34 H -3.51439 1.30781 1.85140
35 H -5.24014 0.27159 0.77000
36 H -4.37868 -0.14927 -0.71009
37 H -4.59432 -2.89566 -0.28856
38 H -3.21979 -1.95233 -0.94529
39 H -2.98589 -3.09613 0.42425
40 H -0.30451 2.24555 -2.12740
41 H 0.59464 1.61406 -3.32036
42 H 0.37450 -1.47291 -3.87936
43 H 1.64858 -2.44268 -4.30752
44 H 3.57717 -0.63965 -4.63115
45 Br -7.10738 4.66028 0.03192
46 C -6.54283 3.04282 0.95679
47 C -6.73115 3.15916 2.44585
48 Br -5.34788 4.26551 3.25332
49 H -5.51021 2.86086 0.67177
50 H -7.17400 2.25130 0.55372
51 H -6.62789 2.18440 2.92120
52 H -7.68661 3.59486 2.72361
53 Br -7.90117 0.88929 5.02267
54 C -7.05982 -0.84102 4.72282
55 C -5.59987 -0.81149 5.08803
56 Br -4.54439 0.09368 3.72138
57 H -7.23542 -1.10400 3.68356
58 H -7.60020 -1.53427 5.36523
59 H -5.19748 -1.82210 5.13471
60 H -5.40490 -0.30306 6.02781
61 Br 11.56128 -0.44911 -1.58633
62 C 10.19825 -0.21163 -2.95455
63 C 9.23316 0.88482 -2.58506
64 Br 7.96484 0.29093 -1.22549
65 H 9.71674 -1.17562 -3.09237
66 H 10.74584 0.04984 -3.85867
67 H 8.62307 1.16074 -3.44424
68 H 9.72434 1.77111 -2.19370



Please write out number 2 again, unchanged.
DFT (ωB97M-V/def2-TZVPD) results for a cluster of 2 separate species, C19H36B2Br2O7 in total.

Its multiplicity is 1. Its HOMO energy is -7.4 eV. Its maximum force is 0.0454 Eh/bohr. As for the lowest unoccupied orbital energy: -0.0086 Eh.

Positions of all 66 atoms, in Å:
1 C 1.00433 1.22223 4.90253
2 C 0.19661 1.69067 3.86605
3 C 0.66232 1.45453 2.42779
4 O 1.90839 0.74092 2.37960
5 C 1.95098 0.09942 1.17375
6 O 2.86593 -0.60612 0.93930
7 C 0.70498 0.43494 0.32895
8 O 0.14236 -0.59363 -0.46436
9 C 0.98244 -1.04710 -1.52738
10 C 0.60803 -2.53274 -1.79153
11 C 0.91028 -2.80106 -3.30573
12 C 1.58803 -3.43233 -0.99730
13 C 1.11027 -3.72788 0.43723
14 C 2.25080 -4.16980 1.38445
15 C -0.02301 -4.78190 0.46249
16 B 1.23333 1.66515 -0.61630
17 C 2.69022 2.27274 -0.55693
18 O 0.28914 2.15595 -1.46601
19 C -0.35116 0.82765 1.43057
20 B -0.71750 -0.63469 1.98600
21 O -0.01060 -1.20769 3.01815
22 O -1.79437 -1.35922 1.47803
23 C -1.51708 1.71482 1.01175
24 Br -1.08550 3.62661 1.03187
25 C -2.85629 1.45499 1.81916
26 C -3.88158 0.63131 0.99516
27 Br -3.77449 3.21191 2.10527
28 H 0.95056 0.15858 5.13907
29 H 1.71998 1.85487 5.42771
30 H -0.73099 2.23342 4.05235
31 H 0.98725 2.47793 2.18577
32 H 0.76157 -0.51608 -2.46258
33 H 2.04725 -1.04629 -1.28634
34 H -0.43482 -2.74208 -1.54787
35 H 1.69063 -2.08550 -3.58985
36 H 0.01624 -2.69522 -3.92097
37 H 1.37237 -3.77793 -3.45025
38 H 1.72856 -4.40167 -1.49367
39 H 2.58636 -2.98566 -0.93444
40 H 0.71670 -2.78983 0.85229
41 H 2.09932 -3.73374 2.37834
42 H 3.23703 -3.85549 1.03567
43 H 2.26224 -5.25307 1.54155
44 H 0.37463 -5.79716 0.49794
45 H -0.69281 -4.63174 -0.38894
46 H -0.59720 -4.62913 1.38643
47 H 3.02861 2.54028 0.44710
48 H 2.67761 3.20950 -1.13526
49 H 3.40756 1.62770 -1.07694
50 H 0.69792 2.78072 -2.08377
51 H -0.07120 -2.16436 2.86735
52 H -1.49673 -2.21253 1.12873
53 H -1.74349 1.47911 -0.02763
54 H -2.71479 1.07404 2.82888
55 H -3.60529 0.61392 -0.05980
56 H -4.02630 -0.35866 1.42466
57 H -4.85051 1.12641 1.04629
58 C -1.90128 3.44015 -4.11817
59 C -1.61843 4.89208 -3.77505
60 O -2.41502 5.32095 -2.67776
61 H -2.95539 3.30648 -4.36406
62 H -1.29762 3.11223 -4.96727
63 H -1.68430 2.79247 -3.26454
64 H -1.85426 5.53809 -4.61975
65 H -0.56025 5.03028 -3.52111
66 H -2.19857 4.75725 -1.92667